Molecular formula: C4H13N2O3
Method: DFT, wB97M-V/def2-TZVPD

```
22
Properties=species:S:1:pos:R:3
O 2.778 -0.820 2.441
O -1.520 -0.177 1.948
O -0.744 1.801 -2.477
N 0.897 0.271 1.180
N -1.337 -0.344 -2.960
C -1.414 -0.070 0.498
C -0.140 0.570 0.056
C -0.584 0.615 -2.349
C 0.435 0.130 -1.272
H 2.667 -0.732 3.400
H 0.385 -0.125 1.974
H 1.615 -0.312 0.776
H -1.578 -1.109 0.197
H -0.994 -1.248 -3.242
H 1.409 0.541 -1.551
H -0.128 1.681 -0.001
H 3.059 -1.750 2.448
H -2.343 0.435 0.212
H -2.268 0.382 2.208
H 1.246 1.187 1.451
H -2.012 0.032 -3.616
H 0.570 -0.958 -1.324
```

The HOMO-LUMO gap is 10.48 eV. The value obtained for the highest occupied orbital energy is -13.606 eV. Its charge is +1. For the total energy, the calculation gives -495.20767 hartree.